# 1
One molecule with the formula C8H17ISi at a distorted geometry, computed with the ωB97M-V functional and the def2-TZVPD basis.

Results
Largest force on an atom: 0.1049 Eh/bohr
SMILES: CC[C@H]1CC[C@H](C)[Si@@]1(C)I
Frontier orbital gap: 9.898 eV
Energy above the lowest of the compared OMol25 structures with the same formula, charge and spin: 13.7 kcal/mol

Structure (ORCA input):
```
! wB97M-V def2-TZVPD RIJCOSX def2/J DEFGRID3
* xyz 0 1
C -0.75614 3.34000 -0.06559
C 0.39626 2.25564 0.11461
C -0.20988 0.92066 0.29469
C -0.84907 0.53114 -1.06743
C -0.90522 -0.96306 -1.17420
C 0.44447 -1.74278 -0.87337
C 0.06041 -3.08793 -0.34359
Si 1.04218 -0.49085 0.45490
C 0.91552 -1.01587 2.27580
I 3.33648 0.17686 -0.17904
H -0.91186 3.54644 -1.02763
H -0.47424 4.25487 0.25260
H -1.63482 3.10410 0.50515
H 0.96384 2.41565 1.02514
H 1.02525 2.41677 -0.88424
H -0.89052 0.97661 1.05722
H -0.39898 0.80655 -1.98931
H -1.94482 1.02410 -1.16878
H -1.44560 -1.40501 -0.42114
H -1.45255 -1.39932 -2.12332
H 0.87956 -1.66301 -1.87895
H -0.38899 -3.08265 0.57241
H 0.88524 -3.65392 -0.24764
H -0.56257 -3.69303 -1.06853
H 1.41446 -0.32930 2.86373
H -0.05108 -1.26400 2.54563
H 1.51266 -1.97868 2.55091
*
```



# 2
C30H27ClN5RuS3Sb as an isolated structure at a distorted geometry, computed with the ωB97M-V functional and the def2-TZVPD basis.

Results
Largest force on an atom: 0.0335 Eh/bohr
Frontier orbital gap (spin up / spin down): 6.163 / 5.839 eV
Expectation value of S²: 0.76
Energy above the lowest of the compared OMol25 structures with the same formula, charge and spin: 0.0 kcal/mol

Structure (ORCA input):
```
! wB97M-V def2-TZVPD RIJCOSX def2/J DEFGRID3
* xyz 1 2
Ru 0.79575 0.63222 0.22608
S -0.45142 3.12106 3.11735
Sb 1.56702 1.78284 3.31803
S 0.78842 -0.29524 2.50518
S 2.36715 2.11963 1.11036
N -8.82064 -2.17532 3.06654
C -7.76905 -1.84383 2.74737
C -6.44704 -1.43446 2.34228
C -5.36755 -1.63631 3.19652
C -4.09470 -1.26766 2.79345
C -3.89737 -0.69430 1.54191
C -4.98244 -0.47683 0.69869
C -6.25578 -0.84954 1.09317
C -2.51760 -0.33637 1.09307
C -2.16489 1.08407 1.17984
C -3.10342 2.10893 1.57625
C -2.43338 3.27626 1.59845
C -1.02206 2.95609 1.30346
N -0.96920 1.56654 0.96685
C -1.71374 -1.31818 0.66719
C -2.04430 -2.74740 0.65718
C -0.98472 -3.38322 0.13917
C -0.01016 -2.35265 -0.19485
N -0.41460 -1.16059 0.10721
H -5.52889 -2.08198 4.16836
H -3.24860 -1.42140 3.45150
H -4.82900 -0.02624 -0.27418
H -7.10182 -0.69633 0.43758
H -4.14937 1.94847 1.77582
H -2.80381 4.26133 1.82976
H -0.29377 3.63523 0.88657
H -2.96587 -3.17552 1.01299
H -0.86176 -4.44291 -0.01503
H 0.94425 -2.50186 -0.67867
Cl 1.53803 6.17919 -1.81213
C 0.90830 4.62489 -2.21857
C 0.28998 4.40430 -3.43269
C -0.21580 3.13945 -3.66920
C -0.08443 2.16604 -2.69576
N 0.53852 2.37036 -1.52842
C 1.03156 3.59051 -1.30529
H 0.20876 5.19543 -4.16539
H -0.70969 2.90570 -4.60160
H -0.50399 1.18899 -2.86193
H 1.56381 3.75187 -0.37930
C 3.63797 -2.01471 1.39052
N 4.81292 -1.44427 0.67536
C 5.57393 -2.51078 -0.02835
C 4.44546 -0.27306 -0.22973
C 3.43412 -0.59637 -1.29226
C 3.94130 -1.15747 -2.47389
C 3.13046 -1.46060 -3.54682
C 1.77879 -1.16171 -3.45471
C 1.28406 -0.57215 -2.30443
C 2.06840 -0.26217 -1.17393
H 3.98672 -2.54568 2.27348
H 3.12773 -2.70127 0.71894
H 2.95445 -1.21954 1.67385
H 5.43099 -1.05159 1.38429
H 4.96922 -2.87153 -0.85474
H 5.76654 -3.32234 0.66943
H 6.51322 -2.10513 -0.39617
H 5.39170 0.03930 -0.67349
H 4.07466 0.51181 0.42305
H 5.00811 -1.33686 -2.56059
H 3.54357 -1.90363 -4.44274
H 1.11626 -1.37844 -4.28412
H 0.22869 -0.35306 -2.26812
*
```



# 3
One molecule with the formula C5H15NOSi2 at a distorted geometry, computed with the ωB97M-V functional and the def2-TZVPD basis.

Results
Largest force on an atom: 0.0794 Eh/bohr
SMILES: C[Si](C)(C)/C=C(/N)O[SiH3]
Frontier orbital gap: 8.392 eV
Energy above the lowest of the compared OMol25 structures with the same formula, charge and spin: 19.7 kcal/mol

Structure (ORCA input):
```
! wB97M-V def2-TZVPD RIJCOSX def2/J DEFGRID3
* xyz 0 1
C 2.98484 0.80387 0.06270
Si 1.30126 -0.01224 0.02940
C 1.12128 -0.97139 1.71693
C 0.63207 -1.24681 -1.34975
C 0.05266 1.45295 0.17594
C -1.22937 1.16339 0.25957
N -2.09633 2.21464 0.57655
O -1.93599 0.04863 -0.06817
Si -3.41039 -0.63686 -0.55024
H 3.82004 0.11769 0.13321
H 3.10874 1.34373 -0.89039
H 3.19336 1.55328 0.82113
H 0.13851 -1.16772 2.19235
H 1.82365 -1.80907 1.61337
H 1.73776 -0.21129 2.28837
H 1.36921 -2.05882 -1.73180
H -0.13490 -1.91134 -0.94823
H 0.31691 -0.76921 -2.26314
H 0.47992 2.43734 0.37351
H -1.69780 2.94060 1.14128
H -3.08320 2.11422 0.41670
H -3.34329 -2.05948 -0.38692
H -4.28510 0.20999 0.34898
H -3.41213 -0.14759 -1.99092
*
```



# 4
One molecule with the formula C24H26N4O4 at a distorted geometry, computed with the ωB97M-V functional and the def2-TZVPD basis.

Results
Largest force on an atom: 0.0250 Eh/bohr
SMILES: CC[C@@]1(C)NC(=O)N(CC(=O)N2N=C(c3ccccc3)C[C@H]2c2ccc(OC)cc2)C1=O
Frontier orbital gap: 8.575 eV
Energy above the lowest of the compared OMol25 structures with the same formula, charge and spin: 12.1 kcal/mol

Structure (ORCA input):
```
! wB97M-V def2-TZVPD RIJCOSX def2/J DEFGRID3
* xyz 0 1
C -5.73770 -2.77587 0.37751
C -4.61917 -2.27862 1.28392
C -3.69378 -1.23924 0.61779
C -4.45474 -0.01740 0.10834
N -2.62773 -0.87555 1.52780
C -1.41051 -1.33235 1.14633
O -0.37112 -1.26178 1.74642
N -1.59677 -1.92036 -0.11126
C -0.55065 -2.53614 -0.87760
C 0.60715 -1.66737 -1.35315
O 1.57310 -2.19370 -1.86986
N 0.55123 -0.32300 -1.22248
N -0.45234 0.42060 -0.71235
C -0.15348 1.66566 -0.78180
C -1.01010 2.71838 -0.27410
C -0.92533 4.01982 -0.77099
C -1.75288 5.00982 -0.27620
C -2.66685 4.72268 0.72452
C -2.74514 3.43717 1.23692
C -1.92292 2.44285 0.74548
C 1.19194 1.92027 -1.42435
C 1.72076 0.49176 -1.61332
C 2.90347 0.17793 -0.73402
C 4.18084 0.13849 -1.26654
C 5.28114 -0.12621 -0.46923
C 5.10941 -0.36264 0.88958
O 6.11419 -0.63705 1.76830
C 7.42705 -0.74161 1.27592
C 3.82244 -0.32446 1.42796
C 2.73408 -0.05616 0.62769
C -2.89805 -1.88428 -0.51652
O -3.32118 -2.30861 -1.56245
H -5.33443 -3.09879 -0.57818
H -6.24101 -3.61855 0.84500
H -6.47284 -1.99590 0.20046
H -5.04495 -1.82468 2.18309
H -4.00235 -3.12505 1.59796
H -5.06594 0.40847 0.90074
H -3.75337 0.73463 -0.24432
H -5.09105 -0.31126 -0.72074
H -2.79719 -0.53087 2.45740
H -1.02336 -2.97176 -1.76526
H -0.09203 -3.34491 -0.29682
H -0.22200 4.25468 -1.55548
H -1.68415 6.01226 -0.67226
H -3.31042 5.50000 1.10854
H -3.44716 3.21429 2.02707
H -1.94987 1.44532 1.15154
H 1.07924 2.44854 -2.37258
H 1.83268 2.51180 -0.76900
H 1.96528 0.26342 -2.65468
H 4.32571 0.30864 -2.32353
H 6.25970 -0.15445 -0.92201
H 7.51359 -1.53532 0.52683
H 8.04595 -0.99082 2.13663
H 7.77304 0.20406 0.84509
H 3.69914 -0.51889 2.48119
H 1.74713 -0.05639 1.06690
*
```



# 5
C3H14NO2S2 as an isolated structure at a distorted geometry, computed with the ωB97M-V functional and the def2-TZVPD basis.

Results
Largest force on an atom: 0.1173 Eh/bohr
Frontier orbital gap (spin up / spin down): 7.729 / 7.006 eV
Expectation value of S²: 0.75
Energy above the lowest of the compared OMol25 structures with the same formula, charge and spin: 83.1 kcal/mol

Structure (ORCA input):
```
! wB97M-V def2-TZVPD RIJCOSX def2/J DEFGRID3
* xyz 0 2
N 0.20481 -1.07983 -1.14957
C 1.12785 -1.08353 -0.03194
C 2.46479 -0.43958 -0.39382
C 0.39308 -0.58016 1.21561
S -1.03557 -1.67595 1.74706
S -3.04593 2.52459 -3.10919
H -0.13245 -0.10886 -1.50938
H -0.67513 -1.39086 -0.79747
H -1.89649 1.86399 -1.88401
H 1.44184 -2.20508 0.24650
H 2.84363 -0.99716 -1.33209
H 3.08553 -0.59748 0.54901
H 2.40759 0.60579 -0.66594
H -0.10743 0.41538 1.25433
H 1.09877 -0.54442 2.01582
H -2.16700 0.78447 -2.73312
H 1.58932 -2.24710 3.89663
H 1.72581 -1.37127 5.23106
O 1.87283 -1.38456 4.29529
H 1.05240 1.60557 -1.50913
H 1.35633 3.12779 -1.79138
O 1.66883 2.34199 -1.27890
*
```



# 6
A 2-piece molecular cluster, C3H5N2O4 overall at a distorted geometry, computed with the ωB97M-V functional and the def2-TZVPD basis.

Results
Largest force on an atom: 0.0731 Eh/bohr
Frontier orbital gap: 7.532 eV
Energy above the lowest of the compared OMol25 structures with the same formula, charge and spin: 178.9 kcal/mol

Structure (ORCA input):
```
! wB97M-V def2-TZVPD RIJCOSX def2/J DEFGRID3
* xyz -1 1
C -0.23989 0.71210 -0.27480
C -2.50563 -0.01700 0.48031
C -1.17655 -0.17902 -0.35904
N 2.58772 -1.91168 0.05383
N 0.71938 1.53321 -0.08282
O 2.98966 -2.97445 -0.46878
O 2.68028 -0.81294 -0.62224
O 0.77058 2.67084 -0.50343
O 1.73197 1.16455 0.71247
H -2.27577 0.16825 1.49143
H -2.90667 0.94937 0.01307
H -3.29339 -0.71782 0.30453
H -1.31499 -0.94215 -1.11101
H 2.23331 0.35672 0.36647
*
```